# C32H40BClN12O4S2Ti

C32H40BClN12O4S2Ti as an isolated structure at a distorted geometry (ωB97M-V with the def2-TZVPD basis set, the OMol25 dataset).

## Properties
Charge = -2
Frontier orbital gap (spin up / spin down) = 4.809 / 6.081 eV
HOMO level (spin up / spin down) = -0.013 / -0.059 Ha
2S+1 = 3
<S²> = 2.0181

Element x y z (Å)
Ti (-0.812, 0.713, 0.648)
C (3.800, -3.348, -2.895)
C (2.433, -3.651, -2.275)
C (1.329, -2.905, -3.009)
C (2.441, -3.388, -0.790)
C (3.152, -4.127, 0.181)
C (2.838, -3.515, 1.370)
N (2.009, -2.482, 1.110)
N (1.761, -2.400, -0.216)
B (1.365, -1.625, 2.231)
N (1.749, -0.142, 2.179)
C (2.804, 0.318, 2.859)
C (3.020, 1.630, 2.513)
C (2.008, 1.927, 1.598)
N (1.225, 0.850, 1.412)
C (1.895, 3.213, 0.829)
C (1.283, 4.352, 1.638)
C (3.274, 3.614, 0.295)
N (-0.144, -1.868, 2.413)
C (-0.545, -2.941, 3.100)
C (-1.914, -2.937, 3.163)
C (-2.298, -1.778, 2.474)
N (-1.217, -1.122, 2.024)
C (-3.731, -1.372, 2.286)
C (-4.669, -2.576, 2.379)
C (-4.136, -0.298, 3.293)
H (3.818, -3.649, -3.946)
H (4.000, -2.276, -2.863)
H (4.604, -3.872, -2.371)
H (2.253, -4.729, -2.394)
H (1.459, -1.828, -2.919)
H (1.343, -3.163, -4.072)
H (0.352, -3.130, -2.593)
H (3.785, -4.986, 0.027)
H (3.137, -3.733, 2.382)
H (1.903, -2.041, 3.232)
H (3.335, -0.336, 3.529)
H (3.791, 2.289, 2.869)
H (1.260, 3.014, -0.028)
H (1.882, 4.568, 2.528)
H (1.239, 5.252, 1.018)
H (0.279, 4.113, 1.979)
H (3.937, 3.933, 1.105)
H (3.749, 2.786, -0.234)
H (3.169, 4.453, -0.397)
H (0.182, -3.632, 3.494)
H (-2.552, -3.661, 3.635)
H (-3.828, -0.950, 1.289)
H (-4.712, -2.981, 3.394)
H (-5.679, -2.264, 2.107)
H (-4.365, -3.375, 1.702)
H (-3.925, -0.626, 4.315)
H (-3.597, 0.629, 3.117)
H (-5.205, -0.087, 3.205)
S (-1.296, -0.886, -1.114)
C (-2.942, -0.623, -1.669)
C (-3.402, -1.355, -2.767)
C (-4.701, -1.229, -3.234)
C (-5.575, -0.356, -2.594)
C (-5.132, 0.377, -1.504)
C (-3.822, 0.267, -1.026)
S (-3.308, 1.218, 0.345)
H (-2.712, -2.033, -3.255)
H (-5.027, -1.808, -4.090)
H (-6.596, -0.244, -2.943)
H (-5.802, 1.064, -1.000)
N (3.525, -0.029, -0.383)
C (2.810, 0.415, -1.469)
N (3.373, 0.254, -2.678)
C (2.606, 0.735, -3.669)
N (3.076, 0.498, -4.951)
N (1.467, 1.384, -3.564)
C (1.010, 1.512, -2.285)
N (1.642, 0.971, -1.223)
C (-0.139, 2.305, -2.009)
C (-0.744, 3.111, -3.004)
C (-1.626, 4.093, -2.654)
C (-1.899, 4.290, -1.272)
C (-1.381, 3.397, -0.382)
N (-0.573, 2.355, -0.701)
H (4.183, -0.761, -0.597)
H (2.940, -0.217, 0.421)
H (4.071, 0.348, -4.991)
H (2.703, 1.136, -5.635)
H (-0.453, 2.938, -4.029)
H (-2.096, 4.710, -3.410)
H (-2.559, 5.069, -0.918)
H (-1.634, 3.485, 0.668)
O (-2.091, 2.270, 4.680)
Cl (-0.896, 1.943, 3.961)
O (0.108, 2.943, 4.183)
O (-0.409, 0.649, 4.326)
O (-1.236, 1.945, 2.513)

# H28KrO14

H28KrO14 as an isolated structure at a distorted geometry (ωB97M-V with the def2-TZVPD basis set, the OMol25 dataset).

## Properties
Frontier orbital gap = 9.505 eV
HOMO level = -0.372 Ha

Element x y z (Å)
Kr (17.585, -4.020, -16.371)
O (19.364, -5.899, -19.160)
H (18.646, -5.996, -18.535)
H (18.936, -5.660, -19.982)
O (20.181, -2.107, -15.739)
H (19.489, -1.695, -15.221)
H (20.994, -1.759, -15.372)
O (19.217, -5.528, -13.551)
H (18.318, -5.197, -13.558)
H (19.383, -5.790, -14.456)
O (20.189, -2.710, -19.905)
H (20.573, -1.844, -19.771)
H (20.369, -3.181, -19.091)
O (16.648, -7.480, -15.328)
H (16.290, -7.205, -14.484)
H (16.078, -8.194, -15.611)
O (16.549, -4.120, -13.511)
H (15.995, -3.457, -13.923)
H (16.008, -4.910, -13.499)
O (19.412, -6.917, -15.993)
H (18.493, -7.144, -15.852)
H (19.894, -7.711, -15.762)
O (15.693, -3.427, -19.665)
H (15.144, -3.177, -20.408)
H (16.127, -4.232, -19.948)
O (20.931, -4.201, -17.664)
H (20.445, -4.988, -17.911)
H (20.328, -3.713, -17.104)
O (13.823, -2.693, -17.495)
H (13.342, -3.501, -17.318)
H (14.425, -2.922, -18.203)
O (14.993, -2.427, -15.027)
H (15.195, -1.491, -15.010)
H (14.389, -2.528, -15.763)
O (17.642, -1.518, -19.671)
H (17.000, -2.199, -19.469)
H (18.489, -1.960, -19.603)
O (20.987, -3.567, -13.025)
H (20.326, -4.022, -13.548)
H (21.471, -4.268, -12.588)
O (15.307, -6.363, -17.608)
H (15.805, -6.676, -16.852)
H (14.469, -6.079, -17.242)

# C3H8N2O2

An isolated molecule of C3H8N2O2 (ωB97M-V with the def2-TZVPD basis set, the OMol25 dataset).

## Properties
SMILES string = N[C@@]1(O)NCCO1
Frontier orbital gap = 10.313 eV
HOMO level = -0.345 Ha

Element x y z (Å)
N (1.615, -0.243, -1.004)
C (0.396, 0.412, -0.607)
O (0.211, 1.447, -1.508)
N (-0.721, -0.521, -0.578)
C (-1.270, -0.561, 0.774)
C (-0.147, 0.056, 1.606)
O (0.449, 0.970, 0.707)
H (2.226, 0.448, -1.428)
H (2.084, -0.605, -0.179)
H (-0.738, 1.625, -1.523)
H (-0.410, -1.421, -0.918)
H (-1.527, -1.580, 1.075)
H (-2.178, 0.051, 0.838)
H (0.576, -0.711, 1.931)
H (-0.487, 0.611, 2.485)

# H80O40

A 40-piece molecular cluster, H80O40 overall at a distorted geometry (ωB97M-V with the def2-TZVPD basis set, the OMol25 dataset).

## Properties
Frontier orbital gap = 9.698 eV
HOMO level = -0.374 Ha

Element x y z (Å)
H (2.400, -1.125, 5.247)
H (3.621, -0.814, 4.634)
O (3.360, -1.195, 5.488)
H (0.033, -3.710, 3.217)
H (-1.194, -4.517, 3.780)
O (-0.529, -4.478, 3.095)
H (-5.516, -0.552, 4.385)
H (-5.123, -0.654, 3.029)
O (-5.270, -1.263, 3.774)
H (3.080, 4.080, 2.510)
H (2.584, 3.802, 0.959)
O (3.077, 3.516, 1.738)
H (0.411, -1.239, -4.522)
H (-0.545, -0.406, -3.600)
O (0.209, -0.332, -4.209)
H (-0.879, 2.409, 0.283)
O (-0.797, 2.556, -0.662)
H (-6.715, 0.014, -1.051)
O (-6.424, 0.926, -1.145)
H (5.549, -1.485, -0.756)
H (6.061, 0.000, -0.512)
O (6.305, -0.898, -0.761)
H (-4.360, 2.344, -0.373)
H (-3.339, 2.209, -1.386)
O (-4.129, 2.741, -1.210)
H (-1.761, 5.176, 1.059)
H (-0.695, 5.641, 2.115)
O (-1.619, 5.669, 1.866)
H (2.367, -1.445, 0.505)
H (2.492, -2.994, 0.142)
O (1.995, -2.327, 0.600)
H (0.022, -1.872, -6.336)
O (0.922, -1.558, -6.209)
H (3.628, 0.696, 0.858)
H (3.696, 0.121, -0.682)
O (3.943, 0.063, 0.232)
H (-1.833, -0.719, 0.836)
H (-2.300, 0.097, -0.409)
O (-1.957, 0.164, 0.463)
H (1.081, 2.823, 3.939)
H (1.061, 2.262, 5.331)
O (0.574, 2.224, 4.503)
H (4.942, 1.792, 5.110)
H (3.528, 1.404, 5.528)
O (4.017, 1.868, 4.857)
H (-0.649, -1.380, -1.654)
H (0.299, -0.720, -0.479)
O (-0.405, -0.640, -1.119)
H (1.911, -5.261, -2.649)
H (1.436, -4.919, -3.966)
O (1.445, -4.536, -3.083)
H (-2.405, -1.368, -3.117)
O (-1.672, -2.016, -3.332)
H (-2.544, 1.770, 5.023)
H (-1.251, 2.052, 4.211)
O (-1.953, 1.395, 4.364)
H (-0.402, 5.332, -1.398)
O (0.304, 5.388, -0.742)
H (-4.386, -0.956, -3.282)
H (-3.729, 0.296, -3.930)
O (-3.716, -0.667, -3.930)
H (3.573, -1.931, -3.740)
H (2.095, -1.938, -3.422)
O (2.961, -1.981, -3.004)
H (-0.197, -3.960, -3.515)
H (-1.696, -4.125, -3.359)
O (-0.956, -4.632, -3.665)
H (-4.947, -1.931, 0.599)
H (-6.341, -2.021, 0.069)
O (-5.433, -2.163, -0.207)
H (2.456, 2.947, -1.671)
H (1.455, 4.101, -1.393)
O (2.156, 3.558, -0.987)
H (2.336, -2.664, 3.808)
H (1.163, -2.082, 3.173)
O (1.523, -2.224, 4.057)
H (2.275, 3.198, -4.966)
H (2.690, 2.080, -4.035)
O (2.574, 3.033, -4.070)
H (3.781, -0.318, -5.245)
H (2.861, 0.555, -6.099)
O (3.456, 0.578, -5.347)
H (4.191, 2.389, 0.203)
H (5.005, 2.929, 1.185)
O (5.141, 2.469, 0.344)
H (-0.360, -5.898, -0.518)
H (-1.088, -5.211, -1.519)
O (-0.216, -5.136, -1.104)
H (-3.589, 3.323, 2.790)
O (-3.964, 3.977, 3.370)
H (-4.764, -2.818, -1.589)
H (-4.637, -3.290, -3.013)
O (-4.188, -2.705, -2.388)
H (-1.820, -2.819, -2.856)
H (-0.810, 1.751, -1.187)
H (0.928, 6.080, -0.963)
H (-5.573, 0.951, -0.712)
H (1.003, -0.620, -6.386)
H (-3.557, 4.382, 4.111)
O (-3.046, -2.899, 2.691)
H (-2.881, -2.298, 3.424)
H (-2.518, -2.580, 1.950)
O (1.084, 0.447, 2.259)
H (1.501, 1.136, 1.738)
H (0.334, 0.754, 2.763)
O (2.321, 0.754, -2.156)
H (1.476, 0.924, -1.726)
H (2.168, 0.437, -3.053)
O (-0.809, -2.551, 1.279)
H (0.160, -2.511, 1.139)
H (-1.042, -3.137, 0.542)
O (-5.107, 1.257, 1.981)
H (-4.292, 0.936, 1.574)
H (-5.031, 1.607, 2.873)
O (0.602, 4.139, 1.382)
H (0.404, 4.394, 0.434)
H (1.045, 3.290, 1.385)
O (4.449, -2.461, 1.197)
H (5.286, -2.116, 0.860)
H (4.229, -1.857, 1.911)

The calculated total energy results, record by record, are as follows: -4332.42425, -3823.77141, -379.10393, -3057.40618 a.u..
The relative energy (zero: lowest compared OMol25 entry of this formula, charge and spin) results, record by record, are as follows: 0.484, 1.055, 1.009, 9.556 eV.